C4H9NO3 | ωB97M-V with the def2-TZVPD basis set

The energy above the lowest of the compared OMol25 structures with the same formula, charge and spin is 206.89 kcal per mole. For the frontier orbital gap, the calculation gives 5.6 eV. As for the total charge: 0. The LUMO energy is -4.02 eV.

Positions of all 17 atoms, in Å:
O (1.09142, 1.98889, 1.00552)
O (2.76129, 0.13022, 0.48595)
O (-0.84362, 1.50399, -0.60589)
N (-0.65242, -0.81738, -0.73672)
C (0.37576, -0.29455, 0.07224)
C (-2.03123, -1.06909, -0.15259)
C (1.80607, -0.23093, -0.46196)
C (-0.00462, 1.20800, 0.51926)
H (1.76626, 0.40528, -1.28289)
H (1.91435, 1.71080, 0.62030)
H (-1.83186, -1.67755, 0.75779)
H (-2.59540, -0.08923, 0.08712)
H (0.50218, -0.93495, 1.03341)
H (-2.63653, -1.65050, -0.93342)
H (1.86226, -1.30622, -0.65543)
H (-0.65334, 1.04980, 1.43764)
H (-0.83056, 0.07342, -1.19031)

***

C4H9NO3S | ωB97M-V with the def2-TZVPD basis set

The energy above the lowest of the compared OMol25 structures with the same formula, charge and spin is 25.05 kcal per mole. For the frontier orbital gap, the calculation gives 5.7 eV. As for the total charge: -2. The LUMO energy is 6.07 eV.

Positions of all 18 atoms, in Å:
S (2.93894, 0.50760, -1.60401)
O (-3.28915, -1.28909, -0.98633)
O (-0.56946, 2.32937, 1.06882)
O (-1.87093, 0.81306, 0.04717)
N (0.99418, -0.31615, 0.90940)
C (1.63568, 1.43788, -0.64518)
C (-0.74232, 1.33013, 0.34540)
C (0.35776, -1.62726, 0.91604)
C (0.49947, 0.54282, -0.18137)
H (-0.68868, -1.45727, 1.17580)
H (-2.35801, -1.19796, -0.71785)
H (0.41595, -2.08436, -0.07960)
H (0.77867, -2.18783, 1.74857)
H (0.13441, -0.08312, -1.00482)
H (1.98228, -0.38528, 0.70172)
H (-3.59939, -0.42548, -0.64954)
H (2.11483, 1.85262, 0.23721)
H (1.26575, 2.24032, -1.28143)

***

C4H9NO3S | ωB97M-V with the def2-TZVPD basis set

The energy above the lowest of the compared OMol25 structures with the same formula, charge and spin is 78.62 kcal per mole. For the frontier orbital gap, the calculation gives 10.6 eV. As for the total charge: 0. Its SMILES is N[C@H]1CCCS(=O)(=O)O1. The LUMO energy is 0.16 eV.

Positions of all 18 atoms, in Å:
S (1.65984, 0.38164, -0.39692)
O (2.47941, -0.52321, 0.60348)
O (0.77320, -0.51591, -1.54280)
O (2.64508, 1.29283, -1.22833)
N (-0.36557, -2.22550, -0.08523)
C (-1.44861, 0.17589, -0.32425)
C (-0.75920, 0.79354, 1.04374)
C (0.64563, 1.54706, 0.66156)
C (-0.50708, -1.00460, -1.00829)
H (0.49148, 2.62521, 0.20210)
H (-1.46931, 1.47399, 1.67789)
H (0.09407, -2.95041, -0.70610)
H (-1.12168, -1.41000, -1.94778)
H (0.22191, -2.00537, 0.74872)
H (-0.47149, -0.14224, 1.71228)
H (-2.49384, -0.28095, 0.02755)
H (1.22931, 1.72921, 1.68695)
H (-1.60316, 1.03882, -1.12458)